Here is 2 unconnected molecules or ions with the total composition C6H9N2P from the Open Molecules 2025 dataset. Energies are from wB97M-V/def2-TZVPD.

```
! RIJCOSX wB97M-V def2-TZVPD def2/J DEFGRID3
* xyz 0 1
C -0.63 -2.33 1.42
C -0.60 -1.07 1.93
C -0.47 -2.43 -0.08
C 0.89 3.43 -1.72
C -0.47 0.08 0.85
C 0.60 -0.42 -0.15
N 0.68 -1.64 -0.55
N -0.06 4.04 -1.24
P 2.32 2.71 -2.06
H -0.59 -3.12 2.10
H -0.46 -0.72 3.00
H -1.30 -1.95 -0.65
H -1.53 0.09 0.45
H -0.38 1.12 1.29
H 1.42 0.23 -0.51
H -0.74 3.60 -0.69
H -0.39 -3.51 -0.35
H 1.71 1.90 -3.02
*
```

The calculation puts the HOMO-LUMO gap at 9.395 eV. As for the SMILES: C1=CCN=CC1.N=C=P. The calculation puts the LUMO energy at 0.5 eV.



Here is a single C6H9N2P molecule from the Open Molecules 2025 dataset. Energies are from wB97M-V/def2-TZVPD.

```
! RIJCOSX wB97M-V def2-TZVPD def2/J DEFGRID3
* xyz 0 1
C -1.82 0.71 -0.12
C 2.69 -0.27 -0.24
C -2.38 -1.65 -0.03
C 1.67 1.92 0.53
C -1.31 -0.62 -0.35
C 1.49 0.54 -0.20
N -2.30 1.69 0.21
N 3.48 -1.07 -0.37
P 0.17 -0.62 0.77
H -3.11 -1.47 0.78
H -3.08 -1.64 -0.92
H -1.88 -2.62 0.20
H 2.16 1.71 1.49
H 2.49 2.50 0.10
H 0.66 2.37 0.71
H -0.93 -0.75 -1.49
H 1.25 0.89 -1.28
H 0.73 -1.62 0.20
*
```

The calculation puts the HOMO-LUMO gap at 10.777 eV. As for the SMILES: C[C@@H](C#N)P[C@@H](C)C#N. The calculation puts the LUMO energy at 0.5 eV.



Here is a molecular structure, C6H9N2S from the Open Molecules 2025 dataset. Energies are from wB97M-V/def2-TZVPD.

```
! RIJCOSX wB97M-V def2-TZVPD def2/J DEFGRID3
* xyz 1 1
C 1.27 1.30 -1.34
C 1.79 0.94 -2.54
C -0.21 -0.60 -1.96
C 0.21 0.39 -1.15
C -0.54 -1.69 1.28
C -1.12 -0.31 1.74
N -0.16 1.87 1.50
N -0.57 0.84 1.15
S 0.95 -0.44 -3.27
H 1.42 2.08 -0.65
H 2.78 1.19 -3.07
H -0.99 -1.37 -1.78
H -0.84 -2.48 1.93
H -0.92 -1.93 0.22
H 0.50 -1.57 1.28
H -1.27 -0.16 2.86
H -2.08 -0.27 1.31
H -0.21 2.20 2.47
*
```

The calculation puts the HOMO-LUMO gap (alpha / beta) at 7.852 / 7.845 eV. The calculation puts the LUMO energy (alpha / beta) at -5.8 / -5.8 eV.



Here is 3 unconnected molecules or ions with the total composition C6H9N3 from the Open Molecules 2025 dataset. Energies are from wB97M-V/def2-TZVPD.

```
! RIJCOSX wB97M-V def2-TZVPD def2/J DEFGRID3
* xyz 0 1
C -20.68 -19.20 12.76
C -20.59 -18.77 11.36
N -20.54 -18.40 10.28
H -20.50 -18.38 13.47
H -19.81 -19.85 12.87
H -21.66 -19.67 12.79
C -22.16 -22.23 13.34
C -21.19 -23.31 13.67
N -20.46 -24.20 13.94
H -21.57 -21.34 13.11
H -22.83 -21.94 14.15
H -22.70 -22.59 12.47
C -20.51 -24.34 16.95
C -20.13 -25.73 16.70
N -19.84 -26.80 16.46
H -20.95 -24.02 16.00
H -19.60 -23.77 17.07
H -21.16 -24.11 17.80
*
```

The calculation puts the HOMO-LUMO gap at 11.473 eV. As for the SMILES: CC#N.CC#N.CC#N. The calculation puts the LUMO energy at 0.1 eV.



Here is a single C6H9N3 molecule from the Open Molecules 2025 dataset. Energies are from wB97M-V/def2-TZVPD.

```
! RIJCOSX wB97M-V def2-TZVPD def2/J DEFGRID3
* xyz 0 1
C 1.69 0.88 -0.50
C 0.70 -0.04 0.19
C 0.46 -1.49 -0.21
C -0.95 -1.72 -0.43
C -1.44 1.41 -0.22
C -0.40 0.82 0.72
H 1.40 1.11 -1.60
H 1.77 2.02 0.04
H 2.74 0.40 -0.41
H 0.31 -1.20 1.66
H 1.17 -1.91 -0.98
H -1.30 -2.82 -0.61
H -1.44 0.93 -1.19
H -1.96 2.33 0.14
H -0.18 1.20 1.78
N 1.11 -1.17 1.11
N -1.91 -1.04 -0.04
N -1.76 0.28 0.53
*
```

The calculation puts the HOMO-LUMO gap at 9.755 eV. As for the SMILES: C[C@]12N[C@H]1C=NN1C[C@@H]12. The calculation puts the LUMO energy at 0.9 eV.



Here is a single C6H9N3O2S molecule from the Open Molecules 2025 dataset. Energies are from wB97M-V/def2-TZVPD.

```
! RIJCOSX wB97M-V def2-TZVPD def2/J DEFGRID3
* xyz 0 1
C -1.26 -1.89 0.38
C -0.52 -0.70 1.01
C 0.83 -0.61 -1.08
C 0.52 0.63 -1.87
C 0.76 2.07 -0.20
C 1.21 0.92 0.71
H -2.84 -2.93 1.63
H 1.88 -1.08 -1.03
H -0.05 -1.39 -1.38
H 0.52 0.52 -2.99
H -0.51 0.86 -1.81
H -0.26 2.35 -0.19
H 1.32 2.98 0.27
H 2.36 0.81 0.78
H 0.99 1.19 1.82
N -2.40 -1.92 1.14
N -1.04 0.03 1.99
N 0.60 -0.30 0.42
O -0.98 -2.55 -0.58
O 1.36 1.78 -1.49
S -2.51 -0.77 2.44
*
```

The calculation puts the HOMO-LUMO gap at 8.233 eV. As for the SMILES: O=c1[nH]snc1N1CCOCC1. The calculation puts the LUMO energy at 0.2 eV.



Here is a single C6H9N3O3 molecule from the Open Molecules 2025 dataset. Energies are from wB97M-V/def2-TZVPD.

```
! RIJCOSX wB97M-V def2-TZVPD def2/J DEFGRID3
* xyz 0 1
C 1.68 3.08 0.84
C 2.65 2.32 0.41
C 0.42 2.34 0.74
C 2.05 1.07 -0.14
C -0.37 0.02 0.18
C -0.54 -1.60 -1.68
N 0.72 1.12 0.10
N -0.58 -0.19 1.61
N -0.05 -1.27 -0.42
O -1.38 0.62 -0.56
O -0.66 2.69 1.18
O 2.72 0.20 -0.71
H 1.74 3.99 1.53
H 3.77 2.31 0.60
H -1.56 -1.46 -1.72
H 0.11 -1.14 -2.52
H -0.34 -2.79 -1.89
H -0.87 -1.12 1.70
H -1.42 0.37 2.00
H -1.87 1.29 -0.01
H 0.99 -1.36 -0.33
*
```

The calculation puts the HOMO-LUMO gap at 8.607 eV. As for the SMILES: CN[C@](N)(O)N1C(=O)C=CC1=O. The calculation puts the LUMO energy at -0.7 eV.



Here is 2 unconnected molecules or ions with the total composition C6H9N3O4 from the Open Molecules 2025 dataset. Energies are from wB97M-V/def2-TZVPD.

```
! RIJCOSX wB97M-V def2-TZVPD def2/J DEFGRID3
* xyz 0 1
C 3.28 1.09 -0.14
C 2.05 0.54 -0.69
C 2.42 -0.37 1.27
C -2.17 -0.78 -1.15
C -1.34 0.06 1.08
C -1.63 0.29 -0.23
N 3.52 0.50 1.00
N 1.50 -0.26 0.19
N -1.25 1.53 -0.78
O -0.97 1.46 -1.94
O -1.11 2.48 -0.09
O -2.47 -2.01 -0.59
O -1.67 -1.00 1.78
H 4.01 1.64 -0.72
H 1.54 0.78 -1.64
H 2.86 -1.47 1.31
H -1.35 -0.97 -1.92
H -2.93 -0.38 -1.77
H -0.82 0.78 1.70
H 2.05 -0.11 2.34
H -3.47 -2.08 -0.28
H -2.06 -1.72 1.26
*
```

The calculation puts the HOMO-LUMO gap at 9.257 eV. As for the SMILES: O=[N+]([O-])/C(=C/O)CO.C1=NCN=C1. The calculation puts the LUMO energy at 0.1 eV.



Here is a single C6H9N5O molecule from the Open Molecules 2025 dataset. Energies are from wB97M-V/def2-TZVPD.

```
! RIJCOSX wB97M-V def2-TZVPD def2/J DEFGRID3
* xyz 0 1
C 0.01 0.77 -0.41
C 1.29 0.73 -0.04
C 2.07 -0.57 -0.06
C -0.68 -0.53 -0.84
C 2.17 1.82 0.47
C -2.94 0.26 0.20
N -1.95 -1.86 0.61
N -0.90 -2.44 0.43
N 1.31 -1.69 -0.18
N -1.99 -0.80 -0.11
N -0.02 -1.76 -0.48
O 3.30 -0.53 -0.02
H -0.48 1.69 -0.47
H -0.78 -0.50 -2.03
H 1.80 2.78 0.42
H 3.17 1.86 0.05
H 2.36 1.80 1.55
H -3.08 1.03 -0.48
H -3.76 -0.26 0.54
H -2.70 0.79 1.18
H 1.81 -2.59 -0.32
*
```

The calculation puts the HOMO-LUMO gap at 9.024 eV. As for the SMILES: CC1=C[C@@H]2N(C)N=NN2NC1=O. The calculation puts the LUMO energy at 0.7 eV.



Here is 3 unconnected molecules or ions with the total composition C6H9NO from the Open Molecules 2025 dataset. Energies are from wB97M-V/def2-TZVPD.

```
! RIJCOSX wB97M-V def2-TZVPD def2/J DEFGRID3
* xyz 0 1
C 2.15 0.50 -0.07
C 0.59 0.26 -0.14
C -0.06 1.08 1.00
C -0.27 1.88 1.95
C 0.07 -1.08 -0.12
C -0.05 -0.36 -1.35
H 2.60 -0.45 -0.41
H 2.61 1.38 -0.86
H 2.18 0.42 1.04
H -0.94 2.13 2.99
H 0.73 -2.12 -0.18
H -0.98 -0.25 1.53
H -0.28 -2.58 1.67
H 0.49 -0.34 -2.22
H -2.24 -0.87 -1.46
N -1.07 -1.37 0.72
O -1.40 -0.18 -1.84
*
```

The calculation puts the HOMO-LUMO gap at 8.472 eV. The calculation puts the LUMO energy at -0.6 eV.